CH4O2 | the ωB97M-V functional and the def2-TZVPD basis

Geometry (Å):
C (0.515, -1.467, 0.291)
O (1.406, -0.560, 0.202)
O (-0.687, 1.405, -0.052)
H (-1.245, 2.106, -0.454)
H (0.979, -2.443, 0.729)
H (1.013, 0.359, 0.182)
H (-1.195, 0.766, 0.545)

Calculated values
Orbital gap (spin up / spin down) ... 7.3 / 11.9 eV
Total energy ... -5192.1661 eV
Molecular weight ... 48.0 g/mol
Expectation value of S² ... 2.004
ΔE to the lowest compared entry with this formula, charge and spin ... 17.6 kJ/mol
2S+1 ... 3

***

CH4O2PS | the ωB97M-V functional and the def2-TZVPD basis

Geometry (Å):
C (-1.766, 0.022, -1.087)
O (-0.147, 0.909, 0.895)
O (3.112, -0.348, 0.525)
P (-1.525, 1.053, 0.443)
S (-2.257, -0.938, 0.444)
H (-0.750, -0.351, -1.607)
H (-2.657, 0.249, -1.734)
H (2.207, -0.335, 0.930)
H (3.782, -0.260, 1.190)

Calculated values
Orbital gap ... 7.2 eV
Total energy ... -25322.3236 eV
Molecular weight ... 111.1 g/mol
ΔE to the lowest compared entry with this formula, charge and spin ... 286.0 kJ/mol
Charge ... -1

***

CH4O2S | the ωB97M-V functional and the def2-TZVPD basis

Geometry (Å):
C (-0.201, 0.380, 1.193)
O (1.316, -1.484, -2.411)
O (-0.789, -0.694, -1.683)
S (0.472, -0.333, -2.211)
H (-0.487, 1.334, 0.700)
H (0.627, -0.497, 0.713)
H (-1.160, 0.193, 1.863)
H (0.222, 1.101, 1.836)

Calculated values
Orbital gap ... 10.7 eV
Total energy ... -16029.6655 eV
Molecular weight ... 80.1 g/mol
ΔE to the lowest compared entry with this formula, charge and spin ... 232.5 kJ/mol